16
Properties=species:S:1:pos:R:3:forces:R:3:lowdin_charge:R:1 method="wB97M-V/def2-TZVPD" gap_ev=9.358 e_above_lowest_kcal_mol=106.7
C -0.99283 1.00272 -0.14885 -1.2921 2.4184 -0.3182 -0.20
C 0.07614 0.49086 0.37487 1.1521 -3.9831 1.0174 -0.02
C -1.08805 2.50027 -0.57555 -0.7235 -2.6493 -1.3819 -0.10
C 0.67494 -1.97026 -0.50172 -2.3713 0.3056 1.6908 -0.12
N 0.78868 -1.39300 1.82672 2.5170 -1.7263 1.4875 -0.09
N 0.06296 -1.32062 0.69194 -0.4372 4.8637 -2.3518 -0.25
H -1.91673 0.47868 -0.38877 0.4994 -0.4997 0.0741 0.10
H 0.99233 1.04079 0.74907 -1.0684 -1.0085 -0.5169 0.11
H -2.09872 2.92632 -0.48025 0.1247 -0.5774 -0.9444 0.07
H -0.54604 3.18830 -0.06138 2.1332 1.4931 2.1106 0.02
H -0.56612 2.45210 -1.55693 -1.2674 0.6572 0.0171 0.09
H -0.12682 -1.71163 -1.17697 0.8578 0.2774 -1.4339 0.07
H 1.72899 -1.84141 -0.68403 0.3759 0.8725 -0.4256 0.07
H 0.52809 -3.01595 -0.36218 0.0122 -1.1548 0.3152 0.06
H 0.29312 -2.01113 2.52425 1.3951 0.5904 -1.0966 0.10
H 1.79063 -1.66568 1.52026 -1.9076 0.1208 1.7563 0.11

=====

97
Properties=species:S:1:pos:R:3:forces:R:3:lowdin_charge:R:1 method="wB97M-V/def2-TZVPD" total_charge=+1 gap_ev=7.851
C 4.34520 -1.36589 2.37218 -0.0879 0.0757 -0.3384 -0.11
C 4.82091 -1.82063 0.97112 -0.0815 -0.0113 0.8607 -0.24
C 4.21464 -3.16091 0.52102 0.6134 0.3676 -0.7737 -0.20
C 3.70397 -3.14077 -0.93452 0.0005 -0.0622 0.7040 -0.22
C 2.53151 -4.10486 -1.12784 0.3725 0.7508 0.0128 -0.22
C 1.75311 -3.80239 -2.40221 0.4349 -0.5598 -0.3137 -0.21
C 0.96575 -4.98317 -3.00904 -0.2641 1.0322 -0.2520 -0.19
C -0.52499 -4.87857 -2.67922 0.5949 -0.5084 0.1205 -0.21
C -0.72869 -5.28733 -1.22282 -0.4351 -0.6625 -0.3242 -0.21
C -2.18364 -5.30315 -0.76464 -0.0327 0.4430 0.2397 -0.19
C -2.82438 -3.91297 -0.87126 0.6224 -0.1883 -0.6899 -0.21
C -2.01425 -2.93461 -0.02605 -0.6813 -0.1462 1.1173 -0.25
C -2.55675 -1.48775 0.04720 -0.3643 -0.1812 -0.3635 -0.18
C -1.87919 -0.32863 -0.73647 -1.0117 -1.4629 -1.0786 -0.55
S -1.26174 -1.18888 -2.29205 0.8648 0.2756 -0.1713 0.90
C -2.91024 0.71962 -1.27791 1.1643 0.7101 -0.1373 -0.34
S -4.57906 0.97318 -0.53315 -2.8553 2.0232 -0.3516 0.66
C -5.06746 0.08117 0.93487 0.2685 -0.7510 0.3065 -0.13
O -4.71771 2.36209 -0.21666 1.3666 0.4960 1.0576 -0.28
O -5.52825 0.62169 -1.54586 0.3997 -1.7868 -0.6666 -0.28
O -2.38547 2.01788 -1.38367 0.3316 0.1718 1.1582 -0.11
C -1.07473 2.03335 -1.93161 -0.7700 -1.0859 0.1043 -0.21
C -0.04073 1.37870 -0.95607 0.2896 0.9872 -0.7689 -0.52
C 0.60366 2.53976 -0.18863 0.2723 -0.0695 0.3220 -0.08
P 1.38789 0.87539 -2.14131 0.8306 0.7583 -1.3646 0.39
S 1.52137 2.07746 -3.67746 -0.3062 -0.2197 0.3759 0.24
N -0.69878 0.32294 -0.07452 0.1826 0.2249 1.2545 -0.22
C -0.99345 0.79410 1.32067 -1.0793 0.7853 0.7241 -0.16
C -1.95419 1.96550 1.55336 0.2615 0.6370 0.9150 -0.20
C -1.62696 2.58210 2.94710 -0.1123 -0.1749 -0.2493 -0.46
S -1.77821 4.38535 2.94117 -0.1566 0.3316 -0.2633 0.95
C -0.09571 4.99181 2.88930 -0.1524 -1.0032 0.3697 -1.04
S 1.06904 4.13774 3.67437 0.2650 0.1032 0.0944 0.71
N 0.06469 6.19151 2.25890 0.3707 -1.5782 0.1273 -0.16
C 1.40347 6.74310 2.41053 0.2230 1.4968 -0.9995 -0.17
C 2.41424 6.15726 1.38948 0.4826 -0.4761 0.8592 -0.20
O 1.77618 5.29626 0.46408 -0.1473 0.3650 -0.1251 -0.15
C 0.75043 6.09096 -0.11787 0.2433 -0.4318 0.0243 -0.17
C -0.41037 6.25639 0.87014 -0.2367 1.7448 -0.3843 -0.13
P 0.69754 -0.96130 0.19770 1.4673 -1.7975 -0.4310 0.96
O 1.91296 -0.10504 0.84026 -1.1751 0.1559 0.1154 -0.23
O 0.25404 -1.84140 1.48155 -0.2934 1.0716 -0.0524 -0.19
H 4.00018 -0.33334 2.33919 0.1797 0.1712 0.1456 0.05
H 5.13679 -1.43403 3.10941 0.0359 0.0183 0.1687 0.07
H 3.50983 -1.96626 2.72828 -0.0821 -0.1651 0.0571 0.06
H 4.61965 -1.01825 0.26552 -0.1196 -0.0611 -0.2393 0.09
H 5.90179 -1.90965 1.03138 0.1419 0.0246 -0.2300 0.10
H 5.01377 -3.89866 0.55176 -0.1417 -0.3202 0.3073 0.11
H 3.42763 -3.48633 1.19658 -0.1312 0.0238 0.1133 0.09
H 4.54163 -3.40647 -1.57731 -0.0833 0.0731 -0.3182 0.12
H 3.41788 -2.11622 -1.19151 -0.1857 0.0473 -0.1018 0.09
H 2.94348 -5.11208 -1.12779 -0.2451 -0.2312 -0.0012 0.12
H 1.90607 -3.98021 -0.24294 -0.2316 -0.3172 0.0657 0.08
H 1.08084 -2.95210 -2.25380 -0.0282 0.0186 0.1269 0.05
H 2.48502 -3.46252 -3.13562 0.0734 0.0170 -0.1435 0.11
H 1.36077 -5.93629 -2.67019 0.0956 -0.1479 0.0595 0.11
H 1.09114 -4.94452 -4.09047 0.0023 -0.1116 -0.0829 0.11
H -0.86180 -3.86158 -2.86839 -0.0328 0.0890 -0.0465 0.06
H -1.06342 -5.53465 -3.36344 -0.3137 -0.1021 0.1593 0.12
H -0.34832 -6.30604 -1.13794 0.0979 -0.0823 0.1230 0.12
H -0.10160 -4.68611 -0.57246 0.0719 0.0663 0.0958 0.08
H -2.72769 -6.03285 -1.35963 -0.1791 0.0067 -0.0899 0.12
H -2.25869 -5.62443 0.27625 0.1073 -0.1612 0.0568 0.11
H -3.87244 -3.93838 -0.57659 -0.0587 0.0891 0.1602 0.12
H -2.78821 -3.64092 -1.92505 -0.2073 0.2242 -0.1183 0.08
H -2.14990 -3.33156 0.98404 0.2703 0.0785 0.2095 0.13
H -0.95394 -3.03353 -0.20480 0.0380 0.2357 -0.3365 0.04
H -2.81010 -1.25396 1.07558 0.3166 0.3076 0.1149 0.09
H -3.53574 -1.57766 -0.42861 -0.0997 0.2194 -0.1390 0.11
H -2.43081 -1.44670 -2.90594 -0.1173 0.2669 0.4126 -0.04
H -3.13101 0.47427 -2.31294 -0.6677 -0.6789 0.1016 0.11
H -5.88337 0.65871 1.35469 -0.0504 0.4347 -0.2459 0.09
H -4.31721 -0.04370 1.70753 0.1669 0.1489 -0.0615 0.05
H -5.47475 -0.88479 0.65797 0.1331 -0.1549 -0.1656 0.08
H -0.80492 3.06536 -2.07560 0.0274 0.2109 -0.1329 0.12
H -1.11652 1.50899 -2.88152 0.2521 0.1352 -0.2490 0.07
H -0.10264 3.32771 0.03422 -0.2679 0.0093 0.1768 0.08
H 1.34369 3.01238 -0.83046 0.0795 0.0534 -0.1636 0.07
H 1.13170 2.26897 0.71902 0.0396 -0.0418 0.0250 0.08
H 1.35753 -0.45847 -2.56971 -0.0877 -0.1001 0.4616 -0.06
H 2.57278 1.03889 -1.39998 -0.3655 -0.4749 0.4336 0.00
H -0.07656 1.04171 1.84453 0.4289 0.1757 -0.5382 0.09
H -1.39600 -0.01192 1.92687 -0.0856 -0.5158 -0.4531 0.12
H -2.99368 1.66718 1.61414 -0.0584 -0.2075 -0.4199 0.08
H -1.90161 2.78319 0.85136 0.0764 -0.2620 -0.4506 0.08
H -0.63745 2.29466 3.30031 0.1056 0.3151 0.0844 0.01
H -2.33200 2.21673 3.68558 -0.1169 0.0668 0.2037 0.08
H 1.33038 7.80898 2.18203 -0.2738 0.0843 0.0633 0.13
H 1.75819 6.69217 3.42807 -0.0842 -0.3639 0.1870 0.10
H 2.93784 6.96056 0.86934 -0.1621 0.1681 -0.1997 0.12
H 3.18334 5.61188 1.92496 -0.0491 -0.4391 -0.0675 0.11
H 1.19255 7.05193 -0.38392 -0.1343 0.1982 -0.0323 0.12
H 0.40893 5.64399 -1.04708 -0.0316 -0.2600 -0.0545 0.12
H -0.78601 7.26872 0.70276 -0.2611 0.0186 0.0611 0.13
H -1.24573 5.59730 0.67580 0.0948 -0.3499 0.2671 0.09
H 1.84057 -0.02380 1.80896 0.5023 0.1789 -0.1783 0.08
H 0.25255 -1.33345 2.31345 -0.0626 -0.4767 0.0540 0.09

=====

14
Properties=species:S:1:pos:R:3:forces:R:3:lowdin_charge:R:1 method="wB97M-V/def2-TZVPD" gap_ev=9.767 e_above_lowest_kcal_mol=12.8 smiles="CS(=O)(=O)c1n[nH]c(=O)o1"
C 1.15025 -1.25508 -0.29610 0.6293 -0.7944 1.0078 -0.14
S 1.61295 0.40089 -0.84862 -0.3132 -0.5217 -0.4041 0.67
O 1.71295 0.44534 -2.29403 0.1036 -0.3312 1.2634 -0.30
O 2.69135 0.83142 -0.00499 -0.4877 0.2123 -0.3045 -0.29
C 0.18758 1.50242 -0.51856 -5.1621 0.0242 1.7849 -0.28
N -1.20356 1.42417 -0.14841 6.7014 -0.8698 -1.4934 0.10
N -1.48282 2.72713 0.07611 -0.0524 -0.1654 -0.0330 0.05
C -0.42984 3.60128 -0.11535 -0.6633 0.2561 0.2315 -0.48
O -0.37121 4.78851 0.00008 0.1230 -0.5164 -0.0422 0.14
O 0.60913 2.77121 -0.53229 -0.2067 0.3087 0.1547 0.10
H 0.54336 -1.63324 -1.10290 -0.1240 -0.4124 -0.2162 0.05
H 2.14562 -1.86275 -0.18960 -1.8403 1.3330 -0.3296 0.11
H 0.55505 -1.34200 0.67987 1.0404 0.6740 -1.3659 0.10
H -2.34043 2.83622 0.60101 0.2520 0.8028 -0.2536 0.17

=====

The evaluated HOMO energy for the records listed, in turn: -8.2, -10.9, -9.6 eV.